# 1
ORCA calculation (ωB97M-V with the def2-TZVPD basis set) on a molecular structure, C38H26Cl2F3NO4SbSn.

Values from the calculation:
Energy above the lowest of the compared OMol25 structures with the same formula, charge and spin: 0.350 eV
Lowest unoccupied orbital energy: 2.4 eV
Kohn-Sham gap: 7.30 eV
Calculated total energy: -3494.0280 Eh
Total charge: -1

Positions of all 76 atoms, in Å:
H1 -3.3924 -3.0480 1.3943
H2 0.1331 1.0648 -6.2955
C1 3.3710 0.1287 1.5642
H3 -2.9503 -2.8855 -3.4814
H4 -2.0316 1.8943 -1.9317
C2 -4.4939 -0.2049 4.4101
H5 -4.8997 -0.9019 -1.9938
H6 -6.3214 -2.8475 -2.5736
H7 1.1544 0.4372 6.3837
C3 0.2623 1.7383 -4.2658
Sb1 -2.7844 -0.1490 0.3149
H8 -4.6249 2.3136 1.4864
C4 0.4136 2.2763 -1.7928
Cl1 3.9998 0.6525 6.6142
O1 0.4509 -0.1589 2.0075
C5 -3.9167 0.3799 2.1136
H9 -1.3434 -2.5998 -4.1582
C6 1.0707 -0.3853 -5.0139
C7 -4.0671 -2.9610 0.5511
O2 2.9073 -0.0232 0.4435
H10 -3.1707 3.5627 -3.3800
H11 -5.7860 0.9064 -0.1276
Sn1 0.5376 -0.5703 -0.3312
C8 -5.6646 -3.9749 -0.8853
C9 -4.0947 -1.7888 -0.2069
C10 1.4396 -0.6382 -3.7059
C11 1.2593 0.0374 2.9598
C12 0.2544 3.6542 -1.9495
C13 0.2505 1.6643 -0.5403
C14 2.6821 0.1574 2.8357
C15 -1.5140 -2.2073 -2.0448
C16 1.5807 0.3507 5.3925
C17 -4.8587 -4.0556 0.2306
H12 -4.4515 -0.8832 5.2539
C18 -3.0996 2.0378 -1.8424
O3 -1.5032 -0.9279 -2.1726
H13 -0.2231 5.5126 -0.9919
H14 -3.3013 -1.4171 3.1329
O4 -1.2558 -2.8178 -0.9891
H15 -6.9162 2.5615 -1.5940
H16 1.2280 -1.1286 -5.7841
C19 0.6760 1.4105 -2.9745
C20 -4.8970 -1.7696 -1.3455
F1 -5.7837 1.2894 5.6926
C21 -5.1988 1.4817 -0.8352
H17 -4.8364 -4.9668 0.8164
H18 1.8898 -1.5850 -3.4240
C22 -1.8790 -2.9986 -3.2933
C23 -3.7264 2.9703 -2.6627
C24 -0.0978 4.4437 -0.8659
C25 -5.1661 0.9932 4.5232
C26 -4.5884 1.5899 2.2928
C27 3.5024 0.3433 3.9651
H19 -0.5782 4.4630 1.2276
C28 -3.8186 1.2866 -0.9152
C29 -0.1070 2.4833 0.5309
C30 0.7661 0.1728 4.3129
H20 -5.7438 2.8432 3.6332
C31 -5.0884 3.1312 -2.5450
C32 -5.8460 2.4037 -1.6489
C33 -0.2885 3.8534 0.3788
F2 -5.7110 4.0353 -3.3384
H21 4.5751 0.4242 3.8248
N1 1.2601 0.2383 -2.7205
C34 2.9718 0.4292 5.2152
C35 -3.8644 -0.4938 3.2044
C36 -5.2199 1.9053 3.4936
H22 0.4098 4.1187 -2.9185
H23 -1.6498 -4.0536 -3.1515
C37 -5.6937 -2.8597 -1.6908
F3 -6.4378 -5.0402 -1.2115
H24 4.4654 0.2752 1.6520
Cl2 -0.9526 0.1072 4.5373
C38 0.4663 0.8330 -5.2909
H25 -0.2625 2.0320 1.5080
H26 -0.2471 2.6746 -4.4517

Löwdin population analysis, charges in e, atoms 1 to 2: number 1, H, carries 0.0970; number 2, H, carries 0.1037


# 2
ORCA calculation (ωB97M-V with the def2-TZVPD basis set) on a molecular structure, C38H27IN4O13P2Ti at a distorted geometry.

Values from the calculation:
Energy above the lowest of the compared OMol25 structures with the same formula, charge and spin: 3.690 eV
Lowest unoccupied orbital energy: -3.9 eV
Kohn-Sham gap: 3.51 eV
Calculated total energy: -4491.1029 Eh
Total charge: 0

Positions of all 86 atoms, in Å:
H1 13.9933 11.4586 19.6720
O1 18.0922 8.4857 16.1180
H2 12.6751 16.0936 10.8573
O2 13.7712 9.1931 12.7331
C1 12.6123 9.9477 7.7883
C2 10.4687 10.7054 14.9404
C3 9.0592 9.4551 13.5065
C4 18.4098 11.3473 9.1795
C5 17.0890 11.1156 8.7541
H3 17.3224 13.7173 10.8747
O3 16.5267 9.3684 14.7042
C6 11.6620 15.2281 12.5883
C7 19.4568 13.7986 13.5179
C8 17.3322 12.9014 14.1877
C9 11.6601 10.1351 14.3615
O4 12.3805 7.6784 11.8502
C10 17.7124 13.6262 11.9099
H4 17.8467 9.6371 18.5239
O5 6.8038 10.1630 13.3781
H5 20.5300 13.9342 13.8555
C11 19.1250 11.6107 6.9090
H6 18.6718 11.2610 10.2529
P1 15.1785 12.3738 12.5756
C12 18.6157 13.2564 14.4970
H7 10.8633 14.0242 14.2095
H8 12.7272 6.9306 9.4659
N1 10.4363 11.6918 15.9468
H9 14.7153 14.6691 11.1179
H10 12.0289 10.3856 6.9921
I1 14.0906 7.1015 15.4053
C13 11.4895 9.2781 13.2711
H11 16.6732 12.4596 14.9511
H12 14.2206 11.4578 7.7708
C14 17.0881 9.1586 15.8938
H13 19.0097 13.1061 15.5053
C15 13.8124 10.4861 8.1910
C16 13.8454 14.6174 11.8146
C17 16.8688 13.0734 12.8925
C18 15.9992 10.4245 19.3400
H14 13.6198 11.7776 17.2379
H15 15.8386 10.7419 7.0213
C19 16.4725 10.3343 20.8007
H16 11.3952 8.1147 7.6875
C20 14.7210 11.0695 18.9310
C21 16.3796 9.9055 17.0117
H17 10.8283 15.9091 12.4905
C22 14.4640 11.1404 17.5912
H18 13.0296 12.7136 14.5425
H19 17.6036 11.2729 5.4043
C23 16.8422 11.0185 7.3905
O6 11.5211 12.3107 16.1270
C24 17.8399 11.3622 6.5192
C25 14.5728 9.8484 9.2086
C26 15.1447 12.0400 10.7736
C27 13.9594 13.6795 12.8375
H20 20.4148 11.7483 8.5954
H21 14.0834 12.0707 10.6252
C28 13.0361 7.9439 9.1464
N2 15.2345 10.5185 16.6753
O7 16.6880 9.7851 11.1194
O8 7.5619 8.7729 11.8020
Ti1 14.5235 9.6090 14.6777
H22 15.5100 12.9262 10.2874
N3 12.5428 8.6156 12.6461
C29 14.2043 8.5922 9.6388
H23 19.8864 11.8887 6.1430
O9 12.8022 10.2352 15.0382
C30 19.3917 11.6488 8.2695
O10 17.4818 9.6960 20.9927
C31 9.1668 10.2215 14.6603
N4 7.7184 9.4603 12.8947
H24 8.3791 10.6585 15.2853
O11 9.4218 11.8257 16.6909
C32 16.8398 9.9290 18.2982
H25 14.8308 8.0673 10.3719
C33 10.1750 8.8966 12.8538
H26 10.0182 8.2939 11.9387
C34 12.2735 8.6227 8.2007
C35 12.9085 13.4755 13.7742
O12 15.6849 10.9386 21.5134
P2 15.9666 10.5757 10.0866
O13 15.0722 11.3347 13.7334
C36 12.7116 15.3969 11.6934
C37 11.7526 14.2440 13.6023
H27 19.5108 14.6032 11.4567
C38 18.9858 14.0473 12.2277

Löwdin population analysis, charges in e, atoms 1 to 2: number 1, H, carries 0.1288; number 2, O, carries 0.1081


# 3
ORCA calculation (ωB97M-V with the def2-TZVPD basis set) on 3 unconnected molecules or ions with the total composition C38H27NO9 at a distorted geometry.

Values from the calculation:
Lowest unoccupied orbital energy: -1.1 eV
Kohn-Sham gap: 8.24 eV
Calculated total energy: -2196.2149 Eh
SMILES: CC(=O)OCC1=C(N=C(C)C)C(=O)OC1=O.O=C1c2ccccc2C(=O)c2ccccc21.O=C1c2ccccc2C(=O)c2ccccc21
Total charge: 0

Positions of all 75 atoms, in Å:
C1 -10.4852 4.6607 1.0037
H1 10.9086 -5.8310 1.0004
C2 8.4168 -6.2295 0.1282
C3 -10.7350 5.9944 0.6971
H2 4.4869 -0.1054 1.1676
O1 1.5584 0.5411 1.7809
C4 9.0224 -4.9325 0.5421
H3 3.3415 -6.2690 -1.5590
H4 -9.9697 7.7802 -0.2167
C5 10.2033 -2.5267 1.2664
C6 0.3125 -0.0409 1.4184
C7 -8.5731 6.1643 -0.3340
C8 10.9342 -3.7086 1.3236
N1 -2.6293 -0.2502 0.3365
C9 -6.3004 6.3224 -1.4895
C10 -2.4525 -1.4905 0.6011
O2 1.3046 2.3260 -0.4276
H5 -4.5972 3.4020 -1.2115
C11 -7.0112 4.1948 -0.3583
C12 4.3700 -6.2530 -1.2232
C13 8.2833 -3.7483 0.5003
C14 -3.8978 5.1468 -2.2363
C15 3.5379 -0.5385 0.8546
H6 3.2038 -0.0430 -0.0545
O3 -0.7555 2.3109 -1.3423
O4 9.0518 -7.2611 0.1777
C16 -6.0225 5.0012 -1.1274
H7 -3.4651 7.0186 -3.1953
C17 -5.3770 7.0442 -2.2352
O5 -7.7993 8.1380 -1.3614
C18 -9.7822 6.7443 0.0296
C19 -9.2765 4.0824 0.6565
C20 10.3461 -4.9086 0.9624
C21 -3.1456 -2.0925 1.7923
H8 8.3050 -1.6323 0.8163
H9 10.6678 -1.5892 1.5417
H10 -5.6026 8.0626 -2.5196
H11 -11.2358 4.0734 1.5161
C22 7.0062 -6.2206 -0.3547
C23 -7.5745 6.9782 -1.0849
C24 -1.9058 1.6094 -1.1426
O6 6.2006 -2.7288 0.0842
H12 -3.0338 -1.3913 2.6184
H13 11.9663 -3.6913 1.6479
C25 -4.1811 6.4562 -2.6105
O7 -6.7705 3.0532 -0.0270
H14 -2.2213 -3.2902 -0.4662
H15 4.6859 -8.3443 -1.5949
C26 -8.3142 4.8320 -0.0085
C27 6.4379 -7.4064 -0.8027
C28 4.9331 -5.0678 -0.7830
C29 5.1248 -7.4212 -1.2404
H16 -1.2411 -1.9548 -1.1372
C30 6.2549 -5.0440 -0.3562
H17 7.0301 -8.3108 -0.8079
C31 -1.6423 0.5835 -0.0812
H18 -9.0719 3.0480 0.8956
H19 -2.9610 4.6880 -2.5244
H20 -0.3352 -0.1611 2.2925
O8 2.5715 -1.0856 2.9560
C32 8.8803 -2.5465 0.8598
H21 4.3546 -4.1546 -0.7717
H22 -0.7963 -2.7977 0.3936
O9 -2.9299 1.8219 -1.7144
C33 0.2206 1.8420 -0.4494
C34 -4.8152 4.4202 -1.4973
C35 -0.3696 0.7401 0.3393
C36 -1.6136 -2.4146 -0.2265
H23 -2.7276 -3.0615 2.0535
H24 0.4956 -1.0525 1.0318
H25 3.7023 -1.5960 0.6560
C37 2.5392 -0.4044 1.9673
H26 -4.2183 -2.1797 1.6084
H27 -11.6774 6.4467 0.9766
C38 6.8550 -3.7509 0.0789

Löwdin population analysis, charges in e, atoms 1 to 2: number 1, C, carries -0.0601; number 2, H, carries 0.1208


Question: Among the records above, which one has the highest lowest unoccupied orbital energy?
Answer: C38H26Cl2F3NO4SbSn


Question: Number 1 is which compound?
Answer: C38H26Cl2F3NO4SbSn


Question: Among the records above, which one has the highest calculated total energy?
Answer: C38H27NO9


Question: Among the records above, which one has the highest calculated total energy?
Answer: C38H27NO9